No. 1
ORCA calculation (ωB97M-V with the def2-TZVPD basis set) on C21H38N3O7Pt as an isolated structure.

Atoms and positions in Å:
Pt (-0.8516, 0.2034, -0.4633)
C (-3.7214, -0.5281, -1.1665)
O (-2.8459, 0.0085, -0.1073)
C (-3.1051, -0.5651, 1.2087)
C (-2.2812, 0.2675, 2.1429)
O (-0.8783, 0.2231, 1.7243)
C (0.0625, -0.4650, 2.6464)
C (0.5832, -1.7858, 2.1399)
O (1.2924, -1.6326, 0.9202)
C (2.6982, -1.3858, 1.1272)
H (-4.7196, -0.1610, -0.9385)
H (-3.6741, -1.6123, -1.1630)
H (-3.3661, -0.1271, -2.1110)
H (-2.8290, -1.6208, 1.1917)
H (-4.1718, -0.4699, 1.4162)
H (-2.3690, -0.0495, 3.1793)
H (-2.5833, 1.3126, 2.0683)
H (-0.4725, -0.5886, 3.5861)
H (0.8725, 0.2447, 2.8083)
H (-0.2444, -2.4737, 1.9704)
H (1.2310, -2.2280, 2.9021)
H (3.1548, -2.2508, 1.6091)
H (2.8616, -0.4991, 1.7426)
H (3.1449, -1.2337, 0.1498)
C (3.7109, 5.5291, 2.8512)
C (2.3081, 5.9664, 3.2291)
N (1.1863, 5.2024, 2.6237)
C (0.0364, 4.9912, 3.5062)
C (0.2084, 3.7715, 4.3986)
C (1.1742, 4.8610, 1.3344)
O (2.0412, 5.0207, 0.4954)
C (-0.0601, 4.1652, 0.7678)
C (-1.0687, 4.8958, 0.1421)
C (-2.0456, 4.2366, -0.5888)
C (-1.9848, 2.8648, -0.7149)
N (-0.9988, 2.1730, -0.1134)
C (-0.0557, 2.7945, 0.6218)
H (4.4102, 6.1831, 3.3705)
H (3.8989, 5.6053, 1.7852)
H (3.9046, 4.5028, 3.1664)
H (2.1469, 7.0227, 3.0017)
H (2.1806, 5.8482, 4.3048)
H (-0.8719, 4.8933, 2.9105)
H (-0.0880, 5.8919, 4.1075)
H (0.3266, 2.8665, 3.7931)
H (-0.6572, 3.6513, 5.0503)
H (1.0895, 3.8597, 5.0336)
H (-1.0746, 5.9769, 0.2123)
H (-2.8385, 4.7765, -1.0879)
H (-2.7032, 2.3114, -1.3010)
H (0.7339, 2.1831, 1.0354)
O (-0.7933, 0.6364, -2.3847)
C (0.4643, 0.8905, -2.3474)
O (0.9698, 0.7111, -1.2000)
H (1.0322, 1.2130, -3.2206)
C (0.9137, -4.5913, -2.2181)
N (0.3006, -3.2490, -2.1808)
C (0.5976, -2.4014, -3.3354)
C (-0.4968, -2.8962, -1.2110)
C (-0.8492, -3.9108, -0.1721)
O (-1.0870, -1.7361, -1.2117)
H (1.5794, -4.6339, -3.0739)
H (0.1492, -5.3585, -2.3301)
H (1.4884, -4.7738, -1.3127)
H (1.6625, -2.1690, -3.3494)
H (-0.0059, -1.5047, -3.3009)
H (0.3526, -2.9543, -4.2412)
H (-1.2475, -4.8103, -0.6440)
H (-1.6129, -3.5169, 0.4902)
H (0.0257, -4.2102, 0.4055)

Properties
highest occupied orbital energy	-0.604	Ha
charge	+3
E	-1632.16024	Eh
gap between HOMO and LUMO	4.71	eV

No. 2
ORCA calculation (ωB97M-V with the def2-TZVPD basis set) on C11H22AlCl2INO2 as an isolated structure.

Atoms and positions in Å:
N (-1.8493, -1.2371, 3.1046)
Al (-1.2494, -1.2741, 1.3417)
C (-2.0654, -2.6874, 0.1901)
C (-3.5802, -2.4616, 0.0720)
C (-3.9729, -1.3162, -0.8450)
Cl (-3.2899, -1.4579, -2.4963)
O (0.5771, -1.1673, 1.3933)
C (0.8412, 0.1125, 0.8679)
C (2.3276, 0.3557, 0.6377)
C (2.7214, 1.8405, 0.7528)
C (3.4134, 2.1288, 2.0760)
Cl (4.3650, 3.6511, 2.0172)
C (-0.1676, 0.2945, -0.2785)
C (-0.0943, 1.5000, -1.1910)
C (1.0875, 1.6119, -2.1654)
C (1.5355, 0.2982, -2.8103)
I (1.4883, 0.3547, -4.9662)
O (-1.4292, 0.2602, 0.3716)
H (-2.2420, -2.1262, 3.3945)
H (-1.0292, -1.1170, 3.6894)
H (-1.8946, -3.7014, 0.5635)
H (-1.6272, -2.6721, -0.8089)
H (-3.9890, -2.1891, 1.0513)
H (-4.1218, -3.3574, -0.2486)
H (-5.0510, -1.2921, -0.9859)
H (-3.6530, -0.3581, -0.4487)
H (0.5187, 0.8447, 1.6331)
H (2.8250, -0.1959, 1.4363)
H (2.6690, -0.0529, -0.3135)
H (1.8196, 2.4526, 0.7201)
H (3.3580, 2.1637, -0.0678)
H (2.6795, 2.2764, 2.8612)
H (4.0904, 1.3308, 2.3585)
H (-0.0985, -0.6485, -0.8468)
H (-1.0379, 1.5540, -1.7316)
H (-0.0752, 2.3772, -0.5381)
H (0.7820, 2.2892, -2.9606)
H (1.9399, 2.0947, -1.6919)
H (0.9098, -0.5444, -2.5545)
H (2.5687, 0.0651, -2.5832)

Properties
highest occupied orbital energy	-0.185	Ha
charge	-1
E	-2098.27844	Eh
gap between HOMO and LUMO	7.40	eV

No. 3
ORCA calculation (ωB97M-V with the def2-TZVPD basis set) on one molecule with the formula CH4N6O.

Atoms and positions in Å:
N (1.8126, 0.1346, -0.1381)
N (0.8853, 1.2482, -0.1636)
C (-0.3395, 0.8551, -0.2329)
O (-1.3768, 1.6940, -0.3851)
N (-2.5686, 0.9249, -0.3657)
N (-2.2552, -0.2569, -0.1561)
N (-0.9010, -0.3801, -0.1204)
N (-0.4016, -1.5302, 0.3475)
H (2.1674, 0.0952, 0.7937)
H (2.6073, 0.3341, -0.7325)
H (0.4422, -1.7566, -0.1561)
H (-0.0719, -1.3622, 1.3094)

Properties
highest occupied orbital energy	-0.337	Ha
SMILES	N/N=c1/onnn1N
E	-444.13247	Eh
gap between HOMO and LUMO	9.85	eV

No. 4
ORCA calculation (ωB97M-V with the def2-TZVPD basis set) on an isolated ion of composition C3H11N2 and charge +1.

Atoms and positions in Å:
C (0.5138, -2.2281, 0.1162)
N (-0.0771, -1.3667, -0.9763)
C (0.5219, 0.3324, -0.6671)
N (-0.6866, 0.8507, 0.0047)
C (-0.5513, 2.0819, 0.8107)
H (1.1545, -2.9615, -0.3430)
H (1.1838, -1.5984, 0.7184)
H (-0.2051, -2.6557, 0.8958)
H (0.3446, -1.6461, -1.8879)
H (0.6552, 0.6693, -1.7291)
H (1.3310, 0.3216, -0.0430)
H (-1.4628, 0.8635, -0.7578)
H (-0.8377, 0.0234, 0.6768)
H (-0.4101, 1.9022, 1.8986)
H (0.0437, 2.7965, 0.3648)
H (-1.5178, 2.6149, 0.9182)

Properties
highest occupied orbital energy	-0.517	Ha
charge	+1
SMILES	CNC[NH2+]C
E	-230.06587	Eh
gap between HOMO and LUMO	10.60	eV

No. 5
ORCA calculation (ωB97M-V with the def2-TZVPD basis set) on one molecule with the formula C2H3NO4.

Atoms and positions in Å:
O (1.5919, 0.1149, -1.3860)
C (1.4665, 0.7284, -0.3962)
O (0.6985, 0.4788, 0.6448)
C (-0.2378, -0.5823, 0.6118)
N (-1.4774, -0.0753, -0.2386)
O (-2.5119, -0.4728, 0.2110)
O (-1.2836, 0.6224, -1.1969)
H (2.0574, 1.5705, -0.2346)
H (0.3363, -1.4888, 0.3020)
H (-0.6399, -0.8958, 1.6825)

Properties
highest occupied orbital energy	-0.412	Ha
SMILES	O=COC[N+](=O)[O-]
E	-433.59930	Eh
gap between HOMO and LUMO	11.25	eV

No. 6
ORCA calculation (ωB97M-V with the def2-TZVPD basis set) on an isolated ion of composition H3NO3PS and charge -1.

Atoms and positions in Å:
N (1.7347, 0.0480, 0.2941)
P (0.5866, -1.1669, 0.0668)
S (-1.1776, 0.0432, 0.0312)
O (-2.2505, -0.6465, -0.7190)
O (-0.8005, 1.3130, -0.6297)
O (-1.4362, 0.3424, 1.4406)
H (1.3776, 0.9650, -0.2712)
H (1.5008, 0.3589, 1.2467)
H (0.4650, -1.2571, -1.4594)

Properties
highest occupied orbital energy	-0.181	Ha
charge	-1
SMILES	NPS(=O)(=O)[O-]
E	-1021.87992	Eh
gap between HOMO and LUMO	9.09	eV

Which of these has the lowest gap between HOMO and LUMO?
C21H38N3O7Pt

Look up the E of the first one.
-1632.16024 Eh

Look up the highest occupied orbital energy of the fifth one.
-0.412 Ha